[1]
C7H10N2 | ωB97M-V/def2-TZVPD

Atoms and positions in Å:
C 1.994 -0.903 1.436
C 0.041 0.159 -1.511
C 0.998 -0.452 0.421
N -0.552 0.084 -2.683
C -0.569 1.314 -0.439
C -0.261 0.431 0.916
C -1.023 -0.727 1.200
N -1.797 1.775 -0.679
C 1.053 -0.529 -0.926
H -1.260 0.781 -2.890
H -0.358 -0.668 -3.325
H -2.477 1.019 -0.545
H 0.181 2.115 -0.462
H -0.055 1.059 1.782
H 1.837 -1.954 1.692
H 3.000 -0.808 1.026
H 1.925 -0.327 2.361
H -1.370 -1.386 0.414
H -1.309 -0.983 2.212

## Properties
E_HOMO (alpha / beta) in eV: -7.62 / -7.34
Energy above the lowest of the compared OMol25 structures with the same formula, charge and spin in kcal per mole: 155.7
Charge: 0

---

[2]
C12H32N2O5 | ωB97M-V/def2-TZVPD

Atoms and positions in Å:
C -23.402 0.955 18.030
O -23.553 0.144 19.177
C -23.201 -1.238 19.016
C -24.085 -2.023 20.046
N -23.966 -1.486 21.355
C -24.999 -1.775 22.305
C -24.605 -1.322 23.768
O -24.580 0.035 24.131
C -25.863 0.678 23.843
H -24.112 0.593 17.286
H -22.413 0.921 17.574
H -23.674 1.982 18.272
H -22.143 -1.450 19.164
H -23.515 -1.608 18.039
H -23.871 -3.091 20.020
H -25.111 -2.006 19.678
H -23.970 -0.487 21.210
H -25.099 -2.861 22.297
H -25.966 -1.354 22.030
H -23.596 -1.711 23.906
H -25.210 -1.831 24.518
H -26.754 0.158 24.194
H -25.951 0.806 22.764
H -25.899 1.678 24.274
C -13.659 -1.770 12.338
O -13.626 -1.011 13.518
C -13.355 -1.767 14.747
C -14.576 -2.530 15.338
N -15.690 -1.655 15.698
C -15.421 -1.022 16.967
C -16.508 0.020 17.268
O -16.491 1.075 16.276
C -16.943 2.357 16.681
H -13.595 -1.133 11.456
H -14.477 -2.490 12.303
H -12.709 -2.295 12.240
H -12.935 -1.107 15.505
H -12.492 -2.399 14.538
H -14.271 -3.073 16.232
H -14.940 -3.372 14.750
H -15.731 -0.950 14.977
H -14.464 -0.502 17.010
H -15.319 -1.716 17.801
H -16.186 0.450 18.217
H -17.517 -0.376 17.383
H -16.554 2.727 17.630
H -18.015 2.501 16.817
H -16.739 3.026 15.845
O -19.747 -2.668 21.624
H -20.692 -2.542 21.710
H -19.603 -2.768 20.682

## Properties
E_HOMO in eV: -8.87
Energy above the lowest of the compared OMol25 structures with the same formula, charge and spin in kcal per mole: 19.4
Charge: 0

---

[3]
C38H56F15N5O16P | ωB97M-V/def2-TZVPD

Atoms and positions in Å:
C 6.142 -0.547 0.693
C 4.815 -0.941 0.974
C 3.267 -1.502 1.271
N 2.286 -0.405 1.628
C 2.512 0.107 3.041
O 1.813 -0.774 4.037
C 2.803 -1.396 4.942
C 1.277 0.083 0.787
N 0.169 1.061 1.027
C -0.313 1.518 2.339
C 0.300 3.058 2.588
C -0.225 3.543 4.087
N -1.160 4.752 4.295
O 0.108 2.875 5.195
C -0.999 0.969 0.006
C -1.848 -0.334 0.623
O -2.847 -0.894 -0.293
C -3.063 -2.333 -0.099
C -2.058 -3.479 -0.705
O -4.175 -2.731 0.566
C -1.902 2.368 -0.157
C -3.071 2.323 -1.283
C -4.566 1.754 -0.788
N -3.032 2.765 -2.580
C -0.029 0.660 -1.329
C 0.491 2.020 -2.078
C 1.404 3.045 -1.184
C 2.994 2.658 -1.075
O 3.614 2.319 -2.383
P -0.702 -0.421 -2.739
O 0.134 -0.249 -4.253
O -2.358 -0.155 -3.153
N 1.011 -0.290 -0.686
C 2.141 -0.572 -1.611
O 2.073 -2.036 -1.954
C 3.095 -2.382 -2.953
F 4.495 -2.045 -2.542
F 3.077 -3.889 -3.069
F 2.798 -1.886 -4.333
H 7.321 -0.399 0.728
H 3.403 -2.154 2.265
H 2.895 -2.269 0.473
H 3.665 -0.029 3.330
H 2.304 1.244 3.199
H 3.370 -2.317 4.445
H 3.551 -0.621 5.430
H 2.196 -1.861 5.851
H -0.097 0.805 3.274
H -1.488 1.686 2.477
H 1.461 3.111 2.454
H -0.283 3.760 1.819
H -1.683 4.921 3.399
H -0.528 5.593 4.419
H -1.159 -1.218 0.959
H -2.476 -0.033 1.594
H -2.266 -4.485 -0.143
H -0.962 -3.103 -0.533
H -2.193 -3.647 -1.879
H -2.491 2.640 0.847
H -1.236 3.321 -0.358
H -5.351 2.576 -1.136
H -4.610 1.624 0.397
H -4.786 0.762 -1.369
H -3.953 2.638 -3.067
H 1.142 1.818 -3.060
H -0.417 2.679 -2.486
H 1.369 4.089 -1.764
H 0.939 3.301 -0.114
H 3.223 1.758 -0.359
H 3.596 3.587 -0.664
H 4.434 1.759 -2.245
H -0.507 0.113 -4.937
H -2.466 0.359 -4.012
H 3.217 -0.274 -1.182
H 2.144 -0.062 -2.663
C 2.787 -5.794 10.990
C 1.557 -5.013 10.567
O 1.751 -4.429 9.270
C 1.533 -5.255 8.197
O 1.195 -6.432 8.298
C 1.727 -4.497 6.885
F 2.847 -3.717 6.887
F 0.683 -3.661 6.617
F 1.843 -5.320 5.805
H 3.679 -5.162 10.943
H 2.674 -6.173 12.010
H 2.964 -6.643 10.323
H 1.390 -4.186 11.266
H 0.655 -5.636 10.586
C -5.522 8.765 -3.378
C -5.570 7.294 -3.012
O -4.400 6.921 -2.267
C -4.425 7.203 -0.926
O -5.369 7.746 -0.358
C -3.145 6.713 -0.249
F -2.021 7.023 -0.958
F -3.134 5.358 -0.094
F -2.964 7.240 0.995
H -4.594 9.000 -3.908
H -6.371 9.034 -4.013
H -5.546 9.396 -2.484
H -5.570 6.689 -3.926
H -6.483 7.043 -2.460
C 3.376 -5.624 0.456
C 3.105 -6.579 -0.692
O 2.748 -7.878 -0.193
C 1.440 -8.040 0.184
O 0.594 -7.152 0.120
C 1.187 -9.474 0.647
F 2.165 -9.942 1.476
F 1.127 -10.348 -0.399
F 0.016 -9.616 1.329
H 4.132 -6.037 1.131
H 3.725 -4.658 0.081
H 2.473 -5.458 1.053
H 4.017 -6.706 -1.285
H 2.333 -6.193 -1.367
C -0.318 0.800 -8.689
C -1.746 0.985 -9.165
O -2.502 1.745 -8.209
C -2.358 3.107 -8.272
O -1.632 3.682 -9.079
C -3.250 3.791 -7.237
F -3.197 3.188 -6.014
F -4.562 3.785 -7.607
F -2.919 5.097 -7.028
H -0.300 0.354 -7.689
H 0.239 0.154 -9.375
H 0.203 1.760 -8.618
H -2.233 0.008 -9.251
H -1.786 1.451 -10.156

## Properties
E_HOMO in eV: -10.90
Charge: +1

---

[4]
C3H5FOS | ωB97M-V/def2-TZVPD

Atoms and positions in Å:
O -1.365 1.473 0.003
C -0.380 0.558 -0.290
C 0.962 0.780 0.126
S 2.071 -0.343 -0.064
C -0.754 -0.868 0.410
F -2.039 -1.040 -0.193
H -2.116 0.682 0.360
H -0.386 0.227 -1.272
H 0.902 1.709 0.755
H -0.910 -0.712 1.506
H -0.324 -1.665 -0.091

## Properties
E_HOMO in eV: -9.13
Energy above the lowest of the compared OMol25 structures with the same formula, charge and spin in kcal per mole: 62.2
Charge: 0

---

What are the E_tot values for these records? In order: -10394.8610, -26176.7663, -130551.6177, -18789.2046 eV.